Record 1
Density functional theory data (the ωB97M-V functional and the def2-TZVPD basis) for 10 unconnected molecules or ions with the total composition C14H48O10 in a non-equilibrium geometry.

Structure (XYZ):
```
72
Properties=species:S:1:pos:R:3:forces:R:3
C -5.887 -0.159 4.661 -0.583 0.210 0.260
C -5.834 -1.665 4.676 1.056 -0.753 -0.050
O -7.075 -2.227 5.005 -1.275 0.136 0.088
H -5.941 0.275 5.660 0.011 -0.166 0.109
H -6.821 0.108 4.167 0.037 0.179 -0.166
H -5.062 0.335 4.149 0.070 -0.328 -0.080
H -5.140 -2.094 5.398 0.617 0.485 0.109
H -5.526 -2.061 3.708 0.134 0.238 -0.335
H -7.053 -3.158 4.770 -0.051 0.003 0.066
C 3.922 3.226 -0.050 -0.249 1.037 0.882
C 3.253 3.591 -1.337 0.019 -0.166 -0.206
O 3.296 2.411 -2.105 -0.435 -0.774 -0.742
H 3.884 4.063 0.647 0.502 0.428 -0.174
H 4.953 2.931 -0.250 -0.141 -0.186 0.309
H 3.347 2.511 0.539 0.165 -0.654 -0.548
H 3.771 4.350 -1.924 0.249 0.420 0.445
H 2.222 3.923 -1.212 -0.163 0.068 0.250
H 2.927 2.631 -2.964 0.023 -0.245 -0.196
C 3.428 -2.782 -6.827 -0.518 1.279 -0.673
C 3.135 -1.310 -6.458 1.208 -1.163 2.085
O 3.209 -0.449 -7.546 -0.252 0.311 -0.699
H 4.440 -2.875 -7.221 -0.012 0.171 -0.087
H 2.724 -2.968 -7.637 0.036 -0.763 0.041
H 3.356 -3.489 -6.000 -0.393 0.238 -0.005
H 3.890 -1.031 -5.723 0.469 0.166 0.168
H 2.227 -1.139 -5.880 -0.622 -0.559 -0.329
H 2.878 0.376 -7.183 0.089 0.316 -0.494
C 4.867 -3.383 -1.069 0.310 -0.029 0.969
C 5.317 -2.003 -0.569 -0.815 -0.926 -0.095
O 5.714 -1.262 -1.680 0.187 1.135 -0.633
H 4.031 -3.376 -1.768 0.105 0.442 -0.062
H 4.535 -3.971 -0.213 0.108 -0.281 0.049
H 5.721 -3.870 -1.539 -0.094 -0.110 -0.019
H 6.144 -2.044 0.141 0.084 -0.345 0.000
H 4.499 -1.491 -0.062 -0.153 -0.052 0.195
H 5.023 -0.606 -1.798 0.236 0.221 -0.412
C 1.022 -4.333 2.968 0.858 0.392 0.057
O 1.420 -4.511 4.315 -0.449 -0.004 0.754
H 1.751 -3.642 2.545 -0.039 -0.171 -0.740
H 1.016 -5.304 2.474 -0.169 0.194 -0.403
H 0.065 -3.817 2.887 -0.130 -0.361 0.341
H 2.377 -4.569 4.342 -0.074 -0.039 -0.022
C -3.364 -3.418 -2.402 0.427 0.515 0.398
O -2.062 -3.779 -1.916 -0.409 -0.137 -0.321
H -3.435 -2.333 -2.477 -0.142 0.082 -0.033
H -3.571 -3.817 -3.395 0.206 -0.266 0.071
H -4.123 -3.749 -1.694 -0.035 -0.141 -0.072
H -1.567 -2.976 -1.736 -0.003 -0.004 -0.014
C -1.752 5.634 1.864 1.597 -1.980 -0.186
O -2.450 6.420 0.972 -1.097 1.433 0.100
H -0.725 5.540 1.511 0.409 -0.101 0.086
H -1.643 5.913 2.912 -0.766 0.965 -0.244
H -2.135 4.614 1.881 -0.226 -0.235 0.110
H -2.346 6.077 0.081 0.074 -0.116 0.065
C -0.799 0.315 0.463 -0.089 0.041 -0.322
O 0.019 -0.317 -0.529 0.018 -0.137 0.685
H -1.414 -0.452 0.933 -0.258 0.005 -0.489
H -0.313 0.782 1.320 0.772 0.038 -0.206
H -1.375 1.094 -0.037 -0.481 -0.084 0.254
H 0.627 0.325 -0.902 0.040 0.120 0.055
C -1.017 0.510 6.048 -0.263 0.291 -0.357
O -1.292 1.867 5.719 0.090 0.049 -0.090
H 0.020 0.277 5.806 0.110 -0.215 0.326
H -1.272 0.358 7.097 0.228 -0.457 0.018
H -1.641 -0.116 5.410 -0.087 0.031 0.155
H -0.688 2.380 6.260 -0.084 0.291 -0.070
C -3.929 3.797 -2.740 -0.230 -0.370 0.237
O -2.812 4.631 -2.810 0.828 1.028 -0.095
H -4.836 4.158 -3.225 0.091 0.454 -0.267
H -3.713 2.823 -3.179 -0.080 -0.286 0.403
H -4.135 3.780 -1.670 -0.249 -0.656 -0.080
H -2.280 4.520 -3.601 -0.346 -0.156 -0.129
```
Forces are in eV/Å.

Properties
Gap between HOMO and LUMO ... 9.94 eV
LUMO level ... -0.00685 Eh
Net charge ... 0
Energy relative to the best compared isomer or geometry (same formula, charge and spin) ... 5.153 eV
SMILES ... CCO.CCO.CCO.CCO.CO.CO.CO.CO.CO.CO

Record 2
Density functional theory data (the ωB97M-V functional and the def2-TZVPD basis) for 9 unconnected molecules or ions with the total composition C14H49BO15 in a non-equilibrium geometry.

Structure (XYZ):
```
79
Properties=species:S:1:pos:R:3:forces:R:3
O -3.613 2.469 0.160 -0.901 -0.339 0.163
H -3.665 2.377 -0.794 -0.081 -0.066 -1.167
H -2.792 2.071 0.460 1.818 -0.971 0.656
H -3.680 3.385 0.440 0.172 1.125 0.170
B -0.364 0.732 0.524 -0.319 0.348 -0.100
H 0.497 0.094 0.652 3.517 -2.395 0.637
H -0.098 1.774 0.607 1.346 4.335 0.088
H -0.749 0.504 -0.458 -1.988 -0.827 -3.890
H -1.014 0.554 1.366 -3.149 -0.996 3.243
C 3.285 3.069 3.022 1.163 0.567 0.762
C 3.109 1.630 3.451 -0.979 1.124 0.344
O 1.680 1.348 3.464 1.298 -0.320 0.074
O 3.105 3.351 1.680 -0.434 0.008 -1.687
H 4.316 3.402 3.143 0.308 -0.334 0.561
H 2.707 3.747 3.650 -0.457 -0.144 0.159
H 3.443 1.576 4.487 -0.084 -0.165 0.089
H 3.789 1.012 2.864 -0.610 -0.521 -0.300
H 1.392 0.991 2.620 -0.069 -0.143 -0.406
H 2.263 3.031 1.349 -0.343 -0.172 0.151
C 5.059 -3.565 -2.056 0.391 1.344 0.408
C 5.769 -4.767 -2.603 0.885 0.013 -0.360
O 5.930 -5.777 -1.583 0.289 0.535 -1.242
O 3.946 -3.996 -1.388 -2.072 -1.580 1.417
H 4.653 -2.795 -2.712 1.033 -0.039 -1.036
H 5.743 -3.089 -1.354 0.238 0.242 0.101
H 6.764 -4.458 -2.922 0.379 0.050 0.625
H 5.415 -5.056 -3.592 -0.999 -0.924 0.310
H 5.076 -6.039 -1.232 -0.304 0.304 -0.134
H 3.482 -3.287 -0.935 0.134 0.084 -0.096
C 2.806 1.983 -2.785 -0.724 -0.493 0.271
C 4.256 2.358 -2.951 -0.287 0.682 1.863
O 4.962 2.265 -1.671 1.017 -1.231 -1.746
O 2.527 0.583 -2.383 0.824 2.036 -0.724
H 2.272 2.236 -3.701 -0.029 -0.316 -0.385
H 2.403 2.698 -2.067 -0.209 -0.276 0.507
H 4.340 3.407 -3.235 -0.568 0.251 -0.214
H 4.681 1.854 -3.819 0.808 -0.760 0.851
H 4.575 2.700 -0.907 -0.760 0.241 -0.464
H 1.694 0.637 -1.909 -0.177 -0.180 0.260
C -0.900 6.132 -0.742 -0.405 0.502 0.442
C -2.275 6.802 -0.149 3.420 0.454 -0.361
O -2.887 5.948 0.756 -0.922 -2.273 -0.055
O -1.080 5.271 -1.847 -0.689 -0.157 -0.349
H -0.277 5.559 -0.056 -0.769 -0.027 0.844
H -0.173 6.874 -1.073 -0.480 0.843 0.240
H -2.810 7.179 -1.021 -0.679 -0.465 0.061
H -1.977 7.665 0.447 0.343 0.382 -0.343
H -3.550 6.328 1.337 0.151 0.601 -0.294
H -0.821 5.766 -2.628 -0.179 -0.217 -0.149
C -3.635 -0.126 -3.473 -0.738 -1.157 -0.299
C -4.540 -1.052 -4.331 2.262 -0.349 0.339
O -4.108 -0.834 -5.658 -0.370 0.417 -0.902
O -4.178 1.170 -3.423 -0.122 0.583 0.850
H -2.613 -0.076 -3.848 -0.071 -0.296 -0.488
H -3.520 -0.611 -2.504 -0.436 0.687 0.509
H -5.612 -0.916 -4.190 0.032 0.290 0.083
H -4.254 -2.066 -4.050 -0.319 -0.250 0.156
H -4.075 -1.643 -6.174 -0.186 -0.024 0.133
H -4.302 1.438 -4.336 0.014 0.190 -0.111
C -2.964 -1.950 5.168 2.441 1.614 0.767
C -4.097 -2.891 5.105 -0.515 0.550 -0.875
O -3.769 -4.067 5.796 -0.329 -0.368 -0.265
O -3.084 -0.921 4.240 -1.799 1.203 -1.630
H -2.016 -2.433 4.930 -0.023 -0.744 0.396
H -2.855 -1.457 6.134 -0.014 -0.476 0.529
H -4.224 -3.014 4.030 -0.350 -0.615 -0.226
H -5.033 -2.453 5.452 0.074 -0.109 0.388
H -3.314 -4.578 5.123 0.226 -0.504 0.360
H -2.303 -0.444 3.951 0.356 -0.534 0.475
C -1.319 -4.537 0.483 2.157 -0.647 1.216
C -1.042 -5.860 1.281 -0.501 -0.339 0.587
O -0.107 -5.728 2.333 -0.651 0.231 0.000
O -0.009 -3.791 0.491 -1.534 -1.593 -0.541
H -2.084 -3.942 0.981 0.111 0.007 -0.069
H -1.671 -4.939 -0.467 0.284 0.926 -0.540
H -0.796 -6.786 0.760 0.718 0.527 -1.246
H -1.996 -6.230 1.657 -0.443 0.590 0.658
H 0.403 -4.957 2.074 0.416 0.309 0.020
H -0.097 -2.838 0.556 -0.560 0.142 -0.068
```
Forces are in eV/Å.

Properties
Gap between HOMO and LUMO ... 8.12 eV
LUMO level ... -0.04152 Eh
Net charge ... 0
Energy relative to the best compared isomer or geometry (same formula, charge and spin) ... 6.023 eV

Record 3
Density functional theory data (the ωB97M-V functional and the def2-TZVPD basis) for 11 unconnected molecules or ions with the total composition C14H50N10O11 in a non-equilibrium geometry.

Structure (XYZ):
```
85
Properties=species:S:1:pos:R:3:forces:R:3
O -2.040 2.827 -1.430 0.141 0.473 0.150
H -2.848 2.953 -0.927 -0.117 -0.003 0.081
H -2.298 2.407 -2.249 -0.214 -0.162 -0.377
O 3.006 1.826 2.921 0.172 -0.148 -0.511
H 3.622 2.286 2.338 -0.036 0.442 0.273
H 3.185 0.937 2.567 0.133 -0.192 0.225
O 1.567 3.337 -0.293 0.292 -0.459 0.571
H 2.382 3.795 -0.085 0.212 0.005 0.061
H 1.119 3.885 -0.940 -0.408 0.460 -0.689
C 1.674 -4.820 -2.172 -1.085 0.373 -0.929
O 2.102 -5.676 -2.947 -0.164 1.062 1.126
N 0.402 -4.244 -2.327 -0.401 -0.424 -0.498
N 2.297 -4.248 -1.102 0.861 -0.290 0.194
H 0.100 -3.414 -1.824 0.460 -0.389 -0.149
H -0.145 -4.489 -3.153 0.581 -0.045 0.577
H 1.770 -3.801 -0.363 0.090 -0.027 -0.250
H 3.288 -4.385 -0.960 -0.395 -0.229 -0.153
C 3.536 -1.497 1.773 1.106 -0.589 -1.469
O 4.152 -0.406 1.611 -1.464 -1.677 0.723
N 2.333 -1.656 2.416 1.627 1.491 0.103
N 4.016 -2.682 1.204 -0.537 0.839 0.625
H 2.112 -0.899 3.073 -0.091 -1.085 -0.577
H 1.792 -2.496 2.233 -0.277 0.110 0.395
H 3.445 -3.521 1.307 0.493 0.413 -0.123
H 4.782 -2.656 0.531 -0.642 0.163 0.429
C -0.223 -4.130 1.766 -3.416 0.041 -0.274
O 0.988 -4.068 1.687 0.667 -0.395 0.566
N -1.045 -3.396 0.926 0.489 -0.667 0.687
N -0.987 -4.918 2.658 1.405 0.490 -0.479
H -2.046 -3.351 1.060 0.410 -0.101 0.085
H -0.592 -2.660 0.384 -0.151 0.057 0.071
H -0.520 -5.606 3.244 -0.338 0.393 -0.413
H -1.995 -4.938 2.541 0.636 -0.197 0.148
C 3.479 -1.085 -2.812 -2.507 0.694 1.412
O 4.268 -1.237 -3.704 0.490 -0.157 -0.609
N 2.071 -1.200 -2.980 1.202 0.090 -0.500
N 3.841 -0.692 -1.533 0.747 -0.007 0.254
H 1.420 -1.322 -2.208 0.536 -0.104 -0.332
H 1.780 -1.433 -3.929 0.163 -0.083 0.769
H 4.797 -0.381 -1.411 -0.222 -0.283 -0.262
H 3.250 -0.406 -0.758 -0.245 -0.229 -0.821
C 0.286 -0.236 -0.350 1.198 0.124 0.632
O 0.321 -1.497 -0.285 0.305 1.622 -0.511
N 1.213 0.571 0.272 -0.357 -1.439 -0.014
N -0.624 0.442 -1.065 -0.583 -0.021 -0.328
H 1.311 1.569 0.076 -0.055 -0.264 0.016
H 1.901 0.100 0.858 -0.429 0.346 -0.267
H -1.323 -0.057 -1.602 0.136 -0.025 0.297
H -0.742 1.442 -0.949 0.060 -0.384 -0.053
C -0.482 5.927 0.131 0.499 0.317 0.078
C -0.202 6.132 -1.370 -0.865 -0.642 0.788
C 1.016 6.931 -1.693 0.155 0.841 -0.725
O 0.035 4.869 -2.018 -0.372 0.017 0.248
H -1.367 5.312 0.294 0.005 -0.124 -0.121
H -0.676 6.883 0.635 0.081 -0.071 -0.221
H 0.366 5.455 0.631 -0.070 -0.031 0.000
H -1.167 6.539 -1.727 0.670 0.253 -0.552
H 1.226 6.855 -2.762 -0.113 -0.094 0.009
H 1.909 6.558 -1.194 -0.101 0.024 0.297
H 0.882 7.997 -1.512 0.078 -0.018 0.373
H -0.761 4.347 -1.861 -0.115 -0.399 -0.098
C -0.234 2.355 3.277 0.308 0.413 0.637
C -1.070 1.068 3.227 -0.448 0.907 -0.554
C -0.367 -0.110 3.816 1.000 -0.941 -1.026
O -2.310 1.161 3.938 -0.187 0.510 -0.033
H 0.398 2.546 2.401 -0.319 -0.365 -0.003
H 0.476 2.351 4.113 -0.127 -0.151 0.006
H -0.861 3.237 3.441 -0.188 -0.196 -0.208
H -1.404 0.969 2.182 0.315 -0.535 0.229
H -0.947 -1.030 3.682 -0.200 0.207 0.531
H -0.086 0.117 4.845 -0.235 -0.242 0.153
H 0.560 -0.353 3.293 -0.245 0.517 0.018
H -2.106 0.965 4.855 -0.144 0.076 0.253
C -5.917 -1.349 -2.694 -0.138 0.112 -0.334
C -4.715 -1.384 -1.769 0.553 -0.029 -0.301
C -4.552 -2.722 -1.061 0.123 0.673 0.273
O -3.515 -1.069 -2.508 -0.026 0.244 0.297
H -6.025 -0.354 -3.134 -0.088 -0.084 0.106
H -6.832 -1.629 -2.181 -0.144 0.187 0.237
H -5.847 -2.056 -3.531 0.354 0.014 0.197
H -4.745 -0.573 -1.033 -0.331 -0.130 -0.064
H -4.163 -3.448 -1.775 -0.324 -0.301 0.091
H -5.505 -3.001 -0.606 0.148 -0.345 -0.181
H -3.816 -2.613 -0.259 -0.012 -0.075 -0.097
H -3.380 -1.759 -3.161 0.026 -0.153 -0.187
```
Forces are in eV/Å.

Properties
Gap between HOMO and LUMO ... 8.88 eV
LUMO level ... -0.00928 Eh
Net charge ... 0
Energy relative to the best compared isomer or geometry (same formula, charge and spin) ... 0.000 eV
SMILES ... NC(N)=O.NC(N)=O.NC(N)=O.NC(N)=O.NC(N)=O.CC(C)O.CC(C)O.CC(C)O.O.O.O